No. 1
{
  "formula": "C20H16N3O6PtS3",
  "method": "wB97M-V/def2-TZVPD",
  "symbols": ["Pt", "O", "S", "O", "O", "C", "C", "C", "C", "C", "C", "S", "O", "O", "O", "H", "H", "H", "H", "N", "C", "S", "C", "C", "C", "N", "C", "C", "H", "H", "H", "H", "H", "H", "C", "C", "C", "C", "C", "C", "C", "C", "N", "H", "H", "H", "H", "H", "H"],
  "xyz": [[0.1485, -1.5905, 0.3041], [1.6327, -1.2012, -1.5802], [2.3167, -0.5771, -0.4242], [3.5839, 0.0087, -0.7699], [2.3188, -1.5133, 0.6889], [1.1385, 0.9079, -0.2317], [1.3687, 1.5788, -1.5775], [-0.1036, 3.7586, -1.1175], [-1.2092, 3.7806, -0.1241], [-1.2469, 2.6244, 0.8595], [0.6122, 1.5084, 1.0646], [1.1594, 0.5382, 2.5214], [0.6860, 1.2920, 3.6656], [2.5871, 0.4457, 2.4081], [0.3610, -0.7060, 2.3824], [2.2911, 1.4234, -2.1089], [-0.1459, 4.6612, -1.7268], [-2.0345, 4.4676, -0.2293], [-2.0779, 2.6857, 1.5579], [1.2878, 6.1889, -0.3328], [0.7332, 5.4487, 0.6587], [0.5288, 6.0961, 2.1537], [0.2397, 4.1180, 0.3055], [0.1786, 2.9619, 1.3260], [-0.8078, 1.1658, 0.5946], [-0.2395, 0.5352, -0.6242], [-0.0576, 1.1628, -1.9226], [0.3599, 2.6114, -1.9404], [1.6521, 7.0908, -0.0676], [1.7011, 5.7347, -1.1320], [0.3666, 3.2698, 2.3531], [-1.4189, 0.4510, 1.1545], [-0.4546, 0.6674, -2.7959], [0.4869, 2.9262, -2.9745], [-1.7676, -2.3414, -0.1049], [-1.3266, -3.7221, -0.1142], [-1.3316, -4.5009, 1.0736], [-1.0646, -5.8431, 1.0495], [-0.7935, -6.4928, -0.1667], [-0.7522, -5.7367, -1.3513], [-1.0141, -4.3926, -1.3254], [-0.6148, -7.8809, -0.2066], [-0.4986, -9.0265, -0.2447], [-2.4578, -2.1013, 0.7058], [-2.1252, -1.9895, -1.0736], [-1.5612, -4.0065, 2.0066], [-1.0895, -6.4251, 1.9602], [-0.5461, -6.2402, -2.2855], [-1.0015, -3.8215, -2.2424]],
  "orbital_gap_ha": [0.25119, 0.27437],
  "e_above_lowest_kj_mol": 704.92,
  "multiplicity": 3,
  "homo_ev": [-4.657, -6.119],
  "e_lumo_ev": [2.18, 1.35],
  "charge": -1
}

---

No. 2
{
  "formula": "C42H38NO2PtTe",
  "method": "wB97M-V/def2-TZVPD",
  "symbols": ["Pt", "O", "C", "C", "C", "C", "C", "C", "C", "C", "C", "O", "C", "C", "C", "C", "C", "C", "C", "C", "C", "C", "C", "C", "N", "C", "C", "C", "C", "C", "C", "C", "C", "C", "C", "C", "C", "H", "H", "H", "H", "H", "H", "H", "H", "H", "H", "H", "H", "H", "H", "H", "H", "H", "H", "H", "H", "H", "H", "H", "H", "H", "H", "H", "C", "C", "C", "C", "C", "C", "Te", "C", "C", "C", "H", "H", "H", "H", "H", "H", "H", "H", "H", "H", "H"],
  "xyz": [[0.5950, 0.1602, -1.3343], [-0.7442, -1.3524, -1.8157], [-0.7791, -2.5314, -1.1029], [0.6377, -3.1370, -0.9484], [1.5672, -2.4185, -0.0029], [2.7078, -3.0671, 0.4396], [3.5938, -2.4098, 1.2811], [3.2870, -1.1153, 1.6604], [2.1061, -0.5352, 1.2232], [1.7252, 0.8380, 1.6678], [2.1190, 1.9557, 0.6428], [1.3502, 1.8961, -0.4986], [1.8965, 3.3433, 1.2731], [1.4570, 3.5674, 2.5718], [1.3085, 4.8615, 3.0609], [1.5870, 5.9508, 2.2545], [1.9998, 5.7388, 0.9442], [2.1506, 4.4504, 0.4640], [3.6224, 1.8050, 0.3135], [4.6117, 2.2746, 1.1754], [5.9552, 2.1196, 0.8647], [6.3310, 1.5101, -0.3245], [5.3537, 1.0372, -1.1875], [4.0116, 1.1768, -0.8636], [1.2609, -1.1669, 0.3851], [-1.5895, -3.5623, -1.9306], [-1.9935, -4.7912, -1.4144], [-2.6866, -5.6958, -2.2047], [-2.9854, -5.3866, -3.5243], [-2.5848, -4.1657, -4.0460], [-1.8925, -3.2607, -3.2532], [-1.4915, -2.3567, 0.2459], [-2.5358, -1.4391, 0.3106], [-3.2784, -1.2872, 1.4702], [-2.9873, -2.0530, 2.5917], [-1.9326, -2.9509, 2.5457], [-1.1881, -3.0992, 1.3825], [1.0726, -3.1107, -1.9522], [0.5758, -4.1879, -0.6585], [2.8948, -4.0861, 0.1249], [4.4797, -2.9068, 1.6541], [3.9546, -0.5534, 2.3007], [2.2106, 1.0374, 2.6231], [0.6404, 0.8978, 1.7804], [1.2153, 2.7420, 3.2281], [0.9714, 5.0145, 4.0795], [1.4745, 6.9588, 2.6353], [2.2037, 6.5807, 0.2936], [2.4679, 4.2822, -0.5575], [4.3332, 2.7731, 2.0967], [6.7057, 2.4877, 1.5548], [7.3810, 1.4134, -0.5748], [5.6280, 0.5633, -2.1227], [3.2515, 0.8118, -1.5448], [-1.7814, -5.0411, -0.3821], [-2.9981, -6.6469, -1.7882], [-3.5319, -6.0934, -4.1376], [-2.8101, -3.9179, -5.0764], [-1.5791, -2.2963, -3.6343], [-2.7447, -0.8416, -0.5677], [-4.0882, -0.5682, 1.5036], [-3.5724, -1.9477, 3.4974], [-1.6834, -3.5412, 3.4200], [-0.3546, -3.7924, 1.3802], [6.5372, 0.8799, -5.2606], [5.0888, 0.9179, -4.8480], [4.2552, -0.1744, -5.0338], [2.9053, -0.1372, -4.6916], [2.0650, -1.3718, -4.8823], [2.3580, 1.0418, -4.1641], [0.2646, 1.1879, -3.7449], [3.2044, 2.1375, -3.9210], [2.6911, 3.3788, -3.2458], [4.5478, 2.0585, -4.2682], [6.8452, -0.1319, -5.5261], [7.1837, 1.2345, -4.4547], [6.7127, 1.5245, -6.1255], [4.6676, -1.0858, -5.4585], [2.6903, -2.2559, -5.0296], [1.4095, -1.2653, -5.7495], [1.4228, -1.5312, -4.0150], [2.2173, 3.1094, -2.2984], [1.9266, 3.8614, -3.8561], [3.5024, 4.0871, -3.0627], [5.1942, 2.9104, -4.0747]],
  "orbital_gap_ha": [0.19202, 0.22236],
  "multiplicity": 3,
  "homo_ev": [-2.660, -3.765],
  "e_lumo_ev": [2.57, 2.29],
  "charge": -1
}

---

No. 3
{
  "formula": "C2H2",
  "method": "wB97M-V/def2-TZVPD",
  "symbols": ["C", "C", "H", "H"],
  "xyz": [[-0.0699, 0.4845, -0.3381], [0.0311, -0.5455, 0.3043], [0.1335, 1.3826, -0.9712], [-0.0948, -1.3217, 1.0049]],
  "orbital_gap_ha": 0.44206,
  "e_above_lowest_kj_mol": 12.89,
  "smiles": "C#C",
  "homo_ev": -10.685,
  "e_lumo_ev": 1.34,
  "charge": 0
}

---

No. 4
{
  "formula": "H28O14",
  "method": "wB97M-V/def2-TZVPD",
  "symbols": ["H", "H", "H", "H", "H", "H", "H", "H", "H", "H", "H", "H", "H", "H", "H", "H", "H", "H", "H", "H", "H", "H", "H", "H", "H", "H", "H", "H", "O", "O", "O", "O", "O", "O", "O", "O", "O", "O", "O", "O", "O", "O"],
  "xyz": [[0.4546, -1.1434, -0.5907], [-0.6381, -0.1286, -0.8123], [-1.0319, 4.4525, -1.7290], [-2.0661, 3.8387, -0.8195], [-2.9384, 2.1137, 0.8291], [-1.7588, 2.5576, 0.1846], [3.6158, -2.6153, 0.2263], [2.9780, -3.2720, -0.8247], [-0.5935, -3.1977, 0.4568], [-1.1789, -4.4848, 0.1683], [1.8305, 0.8506, -0.6045], [1.7202, -0.2613, -1.5433], [-4.3370, -2.5317, 0.2176], [-3.6639, -3.7595, -0.3791], [-0.3704, 3.6348, -0.3475], [0.3338, 2.7426, -1.3222], [2.4118, 1.8315, 1.4092], [2.8445, 0.8043, 2.5273], [0.8634, 2.0557, 0.8377], [0.8633, 3.1953, 1.8878], [-1.7643, 1.4037, 2.5156], [-0.9825, 0.4535, 3.2027], [0.9645, -3.5293, 2.2994], [0.5322, -2.7242, 3.3861], [3.1508, -0.7092, -3.7555], [4.2383, -1.6633, -3.5330], [-3.5657, -0.0407, -2.2564], [-2.1567, -0.1409, -1.7922], [-0.3997, -0.8328, -0.1817], [-1.7005, 4.7215, -0.9953], [-2.6820, 2.8082, 0.3429], [3.3710, -3.4768, 0.0319], [-0.2767, -4.1386, 0.1768], [2.1221, 0.5496, -1.4639], [-4.5269, -3.4019, -0.0775], [0.3895, 3.6453, -1.0349], [2.1283, 1.3431, 2.1377], [0.8236, 2.2133, 1.7736], [-1.3892, 1.3022, 3.3699], [1.3011, -2.8416, 2.9206], [3.7032, -1.3646, -4.2116], [-2.6193, -0.2599, -2.6273]],
  "orbital_gap_ha": 0.27069,
  "e_above_lowest_kj_mol": 1055.60,
  "homo_ev": -8.693,
  "e_lumo_ev": -1.33,
  "charge": 0
}

---

No. 5
{
  "formula": "C4H13NO2",
  "method": "wB97M-V/def2-TZVPD",
  "symbols": ["C", "N", "C", "C", "C", "H", "H", "H", "H", "H", "H", "H", "H", "H", "O", "H", "H", "O", "H", "H"],
  "xyz": [[-2.4622, 1.5172, 1.0367], [-1.2164, 1.6384, 0.9517], [-0.5477, 1.2332, -0.2669], [0.8610, 1.9237, -0.2272], [1.5428, 1.7610, -1.6284], [-3.1719, 1.5093, 0.1977], [-3.0121, 1.7767, 1.9504], [-0.3463, 0.1566, -0.2828], [-1.1293, 1.4363, -1.1776], [0.5004, 2.9408, -0.3383], [1.5618, 1.4869, 0.4652], [0.9176, 1.7852, -2.5320], [2.4567, 2.3238, -1.8046], [1.7476, 0.6710, -1.6738], [-2.1084, -4.8076, 0.9635], [-2.7008, -4.0819, 1.2086], [-1.7357, -4.5261, 0.1377], [3.4299, -1.6365, -0.3393], [3.8009, -2.5225, -0.4355], [3.0743, -1.4581, -1.2272]],
  "orbital_gap_ha": 0.37134,
  "e_above_lowest_kj_mol": 218.48,
  "smiles": "C=NCCC.O.O",
  "homo_ev": -9.642,
  "e_lumo_ev": 0.46,
  "charge": 0
}